Arrangement one

CH4IN2 | ωB97M-V/def2-TZVPD

Summary:
LUMO energy   -5.31 eV
Charge   +1
Frontier orbital gap   9.633 eV

```
8
Properties=species:S:1:pos:R:3:lowdin_charge:R:1
C 0.56089 0.12055 0.03267 -0.70
N -0.03237 1.24041 0.06906 0.09
N -0.74883 -1.18416 0.23354 0.05
I 2.62468 -0.09215 0.09103 1.04
H -1.08895 1.25154 -0.02273 0.18
H 0.30987 2.23225 -0.02244 0.18
H -0.53523 -2.23585 0.38196 0.10
H -1.09007 -1.33259 -0.76310 0.07
```

---

Arrangement two

CH4IN2 | ωB97M-V/def2-TZVPD

Summary:
LUMO energy (spin up / spin down)   -6.52 / -6.83 eV
Charge   +1
Frontier orbital gap (spin up / spin down)   7.389 / 6.701 eV

```
8
Properties=species:S:1:pos:R:3:lowdin_charge:R:1
C -0.02918 -0.00352 -0.10172 -0.18
N -0.92532 0.85390 0.20275 0.20
N 0.08462 -1.27616 -0.13066 0.20
I 3.16228 1.58448 -0.34946 0.18
H -1.81226 0.61724 0.65565 0.16
H -0.76173 1.84219 0.04253 0.14
H -0.71016 -1.91225 -0.02468 0.16
H 0.99174 -1.70588 -0.29441 0.14
```

---

Result of the stability comparison: arrangement one is the least stable of them.

---

Arrangement one

C2H4NP | ωB97M-V/def2-TZVPD

Summary:
LUMO energy   1.09 eV
Charge   0
SMILES   CP1=CN=1
Frontier orbital gap   10.081 eV

```
8
Properties=species:S:1:pos:R:3:lowdin_charge:R:1
C -1.15474 -0.65891 -0.24249 -0.29
P 0.80314 -0.73600 0.18371 0.82
C 1.39094 0.97124 0.52030 -0.38
N 1.63388 0.59030 -0.64617 -0.20
H -1.18912 -0.74872 -1.38263 0.04
H -1.51848 0.31110 0.17584 0.03
H -1.47141 -1.49819 0.19322 -0.07
H 1.50579 1.76919 1.19821 0.05
```

---

Arrangement two

C2H4NP | ωB97M-V/def2-TZVPD

Summary:
LUMO energy (spin up / spin down)   -0.33 / -0.31 eV
Charge   0
Frontier orbital gap (spin up / spin down)   7.692 / 7.556 eV

```
8
Properties=species:S:1:pos:R:3:lowdin_charge:R:1
C 0.51650 0.70158 -0.03788 -0.53
C 0.13503 -0.84052 0.08464 -0.12
N 1.90726 0.98846 -0.06933 -0.48
P 2.64845 -0.36369 -0.00286 0.86
H 0.16727 1.12868 -1.05663 0.11
H 0.10354 1.32678 0.88432 0.12
H -0.19379 -1.29506 1.01302 0.00
H -0.23802 -1.41146 -0.81534 0.03
```

---

Arrangement three

C2H4NP | ωB97M-V/def2-TZVPD

Summary:
LUMO energy   -0.27 eV
Charge   0
SMILES   C=C.N#P
Frontier orbital gap   10.003 eV

```
8
Properties=species:S:1:pos:R:3:lowdin_charge:R:1
C -0.23758 -0.89867 0.13194 -0.12
C -1.30995 -0.30746 -0.33173 -0.08
H 0.41411 -0.36370 0.78445 -0.03
H -0.18172 -2.01767 0.08094 0.07
H -1.83557 -0.83263 -1.04579 0.02
H -1.11009 0.76702 -0.31596 0.05
N 1.59376 2.24245 0.07177 -0.53
P 2.66704 1.41067 0.62438 0.62
```

---

Arrangement four

C2H4NP | ωB97M-V/def2-TZVPD

Summary:
LUMO energy (spin up / spin down)   -0.91 / -0.91 eV
Charge   0
Frontier orbital gap (spin up / spin down)   7.846 / 7.848 eV

```
8
Properties=species:S:1:pos:R:3:lowdin_charge:R:1
C 0.72719 1.20431 0.08835 0.02
C 0.55173 -1.05623 -0.67895 0.03
N 0.05118 0.18556 -0.44576 -0.64
P -1.73249 -0.04397 -0.08702 0.83
H 1.75829 1.31352 -0.25654 0.00
H 1.39414 -1.06018 -1.31521 -0.01
H -1.75182 -1.01508 -1.06113 -0.14
H -2.33209 1.04945 -0.86005 -0.10
```

---

Result of the stability comparison: arrangement four is the least stable of them.

---

Arrangement one

C2H4NP | ωB97M-V/def2-TZVPD

Summary:
LUMO energy (spin up / spin down)   0.03 / 0.55 eV
Charge   0
Frontier orbital gap (spin up / spin down)   6.734 / 7.580 eV

```
8
Properties=species:S:1:pos:R:3:lowdin_charge:R:1
C -0.02754 0.13594 -0.49286 -0.19
C 0.93400 0.71513 -1.03739 -0.01
N -1.01795 -0.35243 0.24858 -0.40
P -0.97461 -0.77721 1.85673 0.63
H 1.15192 1.77505 -1.12773 0.07
H 1.68786 0.07828 -1.50863 0.07
H -1.99540 -0.27347 -0.04698 0.08
H 0.24173 -1.30129 2.10828 -0.24
```

---

Arrangement two

C2H4NP | ωB97M-V/def2-TZVPD

Summary:
LUMO energy   -0.24 eV
Charge   0
Frontier orbital gap   8.668 eV

```
8
Properties=species:S:1:pos:R:3:lowdin_charge:R:1
C -0.08776 0.71837 -0.71628 -0.34
C -0.50690 -0.16549 0.40606 -0.56
N 0.73204 -1.07205 0.69776 -0.28
P 0.12714 -1.17606 -0.89746 0.85
H -0.86427 1.23539 -1.20501 0.04
H 0.90412 1.21769 -0.57724 0.07
H -1.94982 -0.07630 1.51558 0.22
H 1.64544 -0.68157 0.77660 0.02
```

---

Result of the stability comparison: arrangement two is the least stable of them.

---

Arrangement one

C5H4 | ωB97M-V/def2-TZVPD

Summary:
LUMO energy (spin up / spin down)   -1.28 / -1.28 eV
Charge   0
Frontier orbital gap (spin up / spin down)   8.505 / 8.504 eV

```
9
Properties=species:S:1:pos:R:3:lowdin_charge:R:1
C -1.17959 0.09773 0.30223 -0.35
C -2.36870 -0.31424 0.19821 0.15
C 0.35755 -0.20478 0.01996 -0.24
C 1.00371 -1.31097 -0.09396 0.08
C -0.12604 1.10918 -0.00499 -0.12
H 2.09602 -1.29602 -0.17529 0.09
H 0.52237 -2.20383 -0.21946 0.05
H -0.06452 1.50024 -1.00083 0.08
H -0.24082 2.62270 0.97413 0.25
```

---

Arrangement two

C5H4 | ωB97M-V/def2-TZVPD

Summary:
LUMO energy   0.97 eV
Charge   0
SMILES   C#CCC#C
Frontier orbital gap   11.100 eV

```
9
Properties=species:S:1:pos:R:3:lowdin_charge:R:1
C -0.35903 1.61693 1.68165 0.10
C -0.43300 0.67600 0.92790 -0.14
C -0.69018 -0.48936 0.02628 -0.20
C 0.40015 -0.65888 -1.00126 -0.13
C 1.36748 -0.88415 -1.68045 0.11
H -0.13675 2.49961 2.27382 0.03
H -1.61914 -0.35926 -0.46478 0.09
H -0.67091 -1.44857 0.59560 0.13
H 2.14138 -0.95233 -2.35876 0.00
```

---

Result of the stability comparison: arrangement one is the least stable of them.

---

Arrangement one

C4H10NO2 | ωB97M-V/def2-TZVPD

Summary:
LUMO energy   3.44 eV
Charge   -1
SMILES   [O-]CCCNCO
Frontier orbital gap   5.646 eV

```
17
Properties=species:S:1:pos:R:3:lowdin_charge:R:1
O 3.31149 -1.22846 0.57340 -0.36
C 1.99861 -1.29908 0.42342 -0.60
C 1.24626 0.01207 0.82657 -0.22
C -0.28211 -0.06725 0.74616 -0.28
N -0.72811 0.02111 -0.62285 -0.06
C -2.02304 0.54309 -0.94827 -0.30
O -2.02180 1.89590 -1.44868 -0.09
H 1.62515 -1.55564 -0.61228 0.07
H 1.48367 -2.07552 1.06109 0.08
H 1.53024 0.15407 1.86957 0.09
H 1.51478 0.91195 0.26340 0.09
H -0.69393 0.65846 1.47511 0.10
H -0.60775 -1.01593 1.17230 0.09
H -0.03434 0.46777 -1.20964 0.10
H -2.50977 -0.08735 -1.69922 0.10
H -2.66311 0.58222 -0.07240 0.11
H -1.14624 2.08258 -1.79768 0.06
```

---

Arrangement two

C4H10NO2 | ωB97M-V/def2-TZVPD

Summary:
LUMO energy   1.55 eV
Charge   -1
Frontier orbital gap   5.404 eV

```
17
Properties=species:S:1:pos:R:3:lowdin_charge:R:1
C 0.87023 -1.34124 -1.54011 -0.22
N -0.26558 -0.87086 -0.78825 -0.02
C 0.10584 -0.29227 0.52436 -0.34
C 0.86828 1.05976 0.65048 -0.34
O 2.23137 1.05149 0.39733 -0.21
C -1.27891 -0.06572 1.36875 -0.40
O -1.42755 0.74716 2.47601 -0.29
H 1.68372 -0.60974 -1.51306 0.04
H 0.61200 -1.42774 -2.68107 0.08
H 1.49142 -2.34970 -1.20451 0.11
H 0.84303 -0.96144 1.04474 0.13
H -1.52574 1.11547 -1.38158 0.01
H 0.85069 1.28867 1.79279 0.15
H 0.36531 1.74567 -0.05194 0.09
H -1.87884 1.68832 -1.27059 0.04
H -1.60398 -1.20005 1.60976 0.12
H -1.94129 0.42222 0.56690 0.06
```

---

Result of the stability comparison: arrangement two is the least stable of them.

---

Arrangement one

C4H10NO2 | ωB97M-V/def2-TZVPD

Summary:
LUMO energy   3.60 eV
Charge   -1
SMILES   [O-]CNCCCO
Frontier orbital gap   6.021 eV

```
17
Properties=species:S:1:pos:R:3:lowdin_charge:R:1
O 0.38265 3.02654 -0.27178 -0.34
C -0.26848 2.41210 0.68614 -0.56
N -0.66888 1.02015 0.07719 -0.08
C 0.43578 0.07061 -0.18162 -0.30
C 0.38259 -1.13866 0.73754 -0.23
C -0.34497 -2.31582 0.09985 -0.36
O 0.03666 -2.72576 -1.16761 -0.09
H -1.15907 2.84576 1.06219 0.05
H 0.34198 2.10461 1.57205 0.07
H -1.13696 1.29496 -0.78335 0.06
H 1.47181 0.55082 -0.03617 0.12
H 0.43948 -0.32148 -1.23419 0.10
H 1.39464 -1.54623 1.14244 0.11
H -0.23198 -0.84119 1.73980 0.15
H -0.42743 -3.29438 0.83460 0.13
H -1.44474 -2.21102 0.07354 0.10
H 0.85038 -2.29850 -1.44758 0.07
```

---

Arrangement two

C4H10NO2 | ωB97M-V/def2-TZVPD

Summary:
LUMO energy   4.15 eV
Charge   -1
Frontier orbital gap   6.965 eV

```
17
Properties=species:S:1:pos:R:3:lowdin_charge:R:1
N 1.34333 -0.09299 -1.96045 -0.05
C 1.67233 1.15653 -1.15074 -0.59
O 1.37676 1.03105 0.14943 -0.34
H 2.07751 -0.25647 -2.63789 0.01
H 1.36464 -0.81843 -1.25319 0.03
H 2.76577 1.33388 -1.32218 0.06
H 1.09007 1.99665 -1.59968 0.06
O -2.53986 -0.57534 -0.38381 -0.01
C -1.45364 -0.23401 0.03975 -0.27
C -1.10202 -0.14884 1.50525 -0.23
C 0.03270 -1.08620 1.93155 -0.12
H -0.70772 0.14802 -0.66315 0.09
H -2.03213 -0.34304 2.05015 0.10
H -0.78471 0.88417 1.65366 0.10
H -0.17594 -2.13655 1.71381 0.06
H 0.15296 -1.00523 3.01438 0.06
H 0.93523 -0.76702 1.40848 0.04
```

---

Result of the stability comparison: arrangement one is the least stable of them.